# 1
DFT (wB97M-V/def2-TZVPD) results for 10 unconnected molecules or ions with the total composition C51H58N11O6S2.

Spin multiplicity: 1
Kohn-Sham gap, eV: 7.93
Total charge: -1
HOMO, eV: -6.088

Last column: Mulliken charge in e.
Positions of all 128 atoms, in Å:
S (0.46905, -0.06874, -2.67766)  1.086
S (-2.16678, 1.11390, -2.97146)  0.937
O (1.18098, -1.46209, -2.88880)  -0.741
O (-2.84823, 1.15030, -4.39559)  -0.733
O (1.11629, 0.87304, -3.75586)  -0.641
O (-1.34294, 2.41884, -2.86218)  -0.552
O (-3.44316, 1.20272, -1.84422)  -0.344
O (-1.35830, 2.98037, 0.12512)  -0.010
N (-0.97642, 3.30019, 4.52206)  -0.493
N (-2.92937, -7.16741, -1.84996)  -0.545
N (6.70843, -1.60510, 6.80799)  -0.472
N (-5.88247, 3.83879, -3.65058)  -0.374
N (-1.23433, -0.36110, -2.92342)  -0.427
N (9.61905, -0.95114, 0.86587)  -0.270
N (-4.97241, 0.64521, 4.86138)  -0.242
N (1.10256, 4.47081, -5.29385)  -0.548
N (-4.76398, -3.97366, -4.15330)  -0.666
N (3.27233, 1.51632, -1.54990)  -0.562
N (4.02204, -0.52639, 1.28445)  -0.209
C (0.91154, 0.44115, -0.90409)  -0.078
C (-3.74715, -3.10231, -3.97398)  -0.262
C (-5.06232, -4.30123, -5.42929)  -0.333
C (5.74821, -2.73565, 8.71260)  -0.400
C (-4.38984, -3.79889, -6.53171)  -0.293
C (-2.98519, 1.00272, -0.46047)  -0.437
C (6.21657, -3.95698, 8.23987)  -0.167
C (6.41681, -0.66879, 2.72263)  0.069
C (-1.85375, -6.66918, -3.95295)  -0.208
C (4.05506, -0.94531, 2.56814)  -0.480
C (-3.34867, -2.90219, -6.31488)  -0.473
C (-5.93750, -0.24969, 4.55626)  -0.292
C (0.11990, 5.13710, -7.39570)  -0.248
C (11.84372, -0.97622, 1.80264)  -0.657
C (-1.66977, 3.30710, 5.68161)  -0.206
C (-6.88885, 1.69761, -3.17070)  -0.834
C (-0.93112, 3.43023, -6.07426)  -0.224
C (12.37671, -1.30565, 0.56066)  -0.105
C (-6.62986, 1.89327, 6.09529)  -0.720
C (-0.53296, 2.09998, 4.08926)  -0.407
C (-7.60203, 0.95552, 5.76270)  -0.184
C (0.08724, 3.59141, -5.14847)  -0.174
C (1.09553, 5.22323, -6.41558)  -0.357
C (7.15189, -2.80530, 6.37519)  -0.003
C (-7.25296, -0.13797, 4.97725)  -0.381
C (5.21472, -1.03119, 3.32161)  -0.304
C (-5.34176, 1.69721, 5.62384)  0.104
C (2.09757, 1.58312, -0.82402)  -0.068
C (-7.01385, 4.17328, -4.30827)  -0.253
C (5.20439, -0.17947, 0.73033)  -0.347
C (10.47157, -0.81264, 1.90437)  0.010
C (-2.11410, 5.33578, -0.72636)  -0.614
C (10.16586, -1.26946, -0.32787)  -0.162
C (6.93220, -3.99671, 7.04764)  -0.525
C (-1.93665, 2.16964, 6.42667)  -0.444
C (11.52416, -1.45702, -0.52781)  -0.582
C (-0.91168, 4.22085, -7.21840)  -0.551
C (-1.46828, 0.94831, 5.95393)  -0.202
C (6.01508, -1.59819, 7.96754)  -0.188
C (-3.01875, -2.54385, -5.01210)  -0.183
C (-1.34636, 4.42296, 0.44308)  -0.345
C (-0.86636, -7.61161, -3.68578)  -0.442
C (-1.95772, -8.07687, -1.61923)  -0.258
C (-0.91548, -8.33103, -2.49618)  -0.297
C (6.41561, -0.23497, 1.40115)  -0.496
C (-0.75265, 0.90857, 4.76171)  -0.440
C (-2.85420, -6.48301, -3.01242)  -0.290
C (-2.67627, 2.37658, 0.37724)  -0.454
C (-8.10932, 3.33422, -4.43411)  -0.369
C (-8.04143, 2.07204, -3.85324)  -0.293
C (-5.84653, 2.60759, -3.09542)  0.082
H (-6.86972, 2.75613, 6.70620)  0.357
H (-2.04198, -8.61506, -0.67925)  0.358
H (-0.37464, -0.02738, 4.36628)  0.407
H (-8.62313, 1.07622, 6.11259)  0.360
H (0.02333, 2.12163, 3.15632)  0.576
H (-0.21542, 4.76017, 0.48824)  0.203
H (5.66803, -0.62180, 8.29294)  0.360
H (-7.01681, 5.16706, -4.74726)  0.362
H (-5.61496, -1.08688, 3.94410)  0.365
H (-2.79929, -2.48606, -7.15432)  0.409
H (-1.84440, -6.09304, -4.87123)  0.348
H (-8.99358, 3.65629, -4.97228)  0.346
H (-4.92729, 2.36353, -2.57094)  0.661
H (7.34667, -0.72430, 3.28113)  0.296
H (-2.79218, 6.16836, -0.22164)  0.249
H (-3.64561, -5.75678, -3.17342)  0.627
H (-0.16084, -9.07206, -2.25820)  0.350
H (-3.57069, 3.11554, 0.21092)  0.375
H (1.36100, -0.51712, -0.35251)  0.419
H (10.00711, -0.55885, 2.85314)  0.336
H (0.16333, 5.76821, -8.27609)  0.347
H (-1.65906, 0.03501, 6.50994)  0.369
H (0.11460, 3.00000, -4.23790)  0.694
H (-6.80421, 0.72087, -2.70801)  0.383
H (-2.21348, -1.84681, -4.80975)  0.454
H (1.92331, 5.92053, -6.50976)  0.356
H (11.90804, -1.71440, -1.50844)  0.348
H (-2.49646, 2.23438, 7.35277)  0.460
H (1.95929, 2.50212, -0.10762)  0.295
H (3.09225, -1.22039, 2.98961)  0.377
H (5.18196, -1.37283, 4.34994)  0.311
H (-2.01683, 4.28349, 6.00701)  0.380
H (-2.74154, 4.59509, -1.40781)  0.071
H (-3.52581, -2.85660, -2.93943)  0.587
H (-1.72048, 2.70620, -5.90707)  0.378
H (-0.01168, 0.77967, -0.26807)  -0.195
H (-7.98736, -0.88562, 4.69986)  0.360
H (6.02580, -4.87027, 8.79588)  0.356
H (-0.06533, -7.78432, -4.39865)  0.353
H (12.48139, -0.85062, 2.67032)  0.349
H (-4.54843, 2.40313, 5.85320)  0.282
H (-1.34191, 5.85854, -1.44257)  0.277
H (7.31022, -4.93267, 6.65221)  0.348
H (-3.88376, 0.45933, 0.10788)  0.251
H (5.18839, -2.67090, 9.63871)  0.345
H (7.33558, 0.05348, 0.90546)  0.348
H (-1.86479, 4.54898, 1.50735)  0.247
H (-4.67111, -4.09864, -7.53486)  0.390
H (3.80697, 2.39146, -1.26800)  0.243
H (13.44753, -1.44346, 0.44230)  0.355
H (-2.68761, 2.08307, 1.53429)  0.102
H (-2.10867, 0.22845, -0.49279)  0.318
H (5.15089, 0.15552, -0.30146)  0.429
H (-1.69367, 4.12375, -7.96588)  0.379
H (-8.87976, 1.38602, -3.93216)  0.366
H (-5.88471, -5.00138, -5.54667)  0.359
H (9.46002, -1.37324, -1.14682)  0.380
H (7.70818, -2.78365, 5.44225)  0.357

=====

# 2
DFT (wB97M-V/def2-TZVPD) results for 2 unconnected molecules or ions with the total composition C7H18N.

Spin multiplicity: 1
Kohn-Sham gap, eV: 9.91
Total charge: +1
HOMO, eV: -14.762
Energy above the lowest of the compared OMol25 structures with the same formula, charge and spin, kcal per mole: 17.8

Last column: natural (NBO) charge in e.
Positions of all 26 atoms, in Å:
N (-1.64852, -0.07849, 0.35582)  -0.389
C (1.45438, -0.11614, 1.37654)  -0.652
C (1.64068, -0.30850, -0.11991)  -0.240
C (-1.79810, 1.97518, -1.00113)  -0.624
C (1.53830, -1.77590, -0.56118)  -0.597
C (3.04231, 0.19936, -0.54151)  -0.595
C (-2.25364, -1.19476, 0.35389)  0.125
C (-2.29957, 1.23366, 0.22790)  -0.230
H (-0.62876, -0.12059, 0.37996)  0.466
H (0.94532, 0.28802, -0.72816)  0.173
H (0.57300, -2.18866, -0.23780)  0.165
H (0.70590, -0.77113, 1.84268)  0.192
H (-3.33590, -1.17950, 0.28331)  0.223
H (-0.72666, 2.15694, -0.93846)  0.228
H (1.53206, -1.80834, -1.64965)  0.225
H (-2.05049, 1.78858, 1.13198)  0.240
H (-2.02833, 1.41404, -1.90726)  0.228
H (-1.70314, -2.12252, 0.43487)  0.237
H (3.20059, 1.23498, -0.24170)  0.216
H (-3.37082, 1.05102, 0.19485)  0.224
H (-2.32752, 2.92358, -1.06467)  0.256
H (3.77282, -0.42600, -0.02437)  0.211
H (1.23342, 0.90376, 1.68725)  0.221
H (3.22021, 0.11113, -1.61087)  0.221
H (2.34490, -2.39015, -0.17451)  0.230
H (2.37452, -0.40301, 1.89121)  0.247

=====

# 3
DFT (wB97M-V/def2-TZVPD) results for a single C4H4OS molecule.

Spin multiplicity: 1
Kohn-Sham gap, eV: 8.30
Total charge: 0
HOMO, eV: -8.970
Energy above the lowest of the compared OMol25 structures with the same formula, charge and spin, kcal per mole: 112.7

Last column: natural (NBO) charge in e.
Positions of all 10 atoms, in Å:
S (1.34984, 1.93621, 1.50371)  0.200
O (1.00510, 0.36881, 1.08857)  -0.525
C (-0.45750, 1.07775, -0.49448)  -0.689
C (0.16191, 0.04949, 0.17000)  0.506
C (-0.09858, -1.38314, -0.13848)  -0.695
C (-0.37723, 2.38353, -0.22927)  0.156
H (0.74792, -1.88187, -0.76302)  0.264
H (-1.29271, 0.89687, -1.23904)  0.273
H (-1.04578, -1.36667, -0.73682)  0.246
H (0.00703, -2.08098, 0.83882)  0.265

=====

# 4
DFT (wB97M-V/def2-TZVPD) results for a molecular structure, C3H7N2O.

Spin multiplicity: 1
Kohn-Sham gap, eV: 10.89
Total charge: +1
HOMO, eV: -16.194
Energy above the lowest of the compared OMol25 structures with the same formula, charge and spin, kcal per mole: 136.1

Last column: natural (NBO) charge in e.
Positions of all 13 atoms, in Å:
O (-0.02997, 1.20285, 1.90657)  -0.210
N (-0.29873, 0.70067, 0.87862)  0.428
N (0.35219, 0.00292, 0.00603)  -0.109
C (-1.60882, 0.80615, 0.10258)  -0.246
C (-0.58881, -0.36877, -1.01351)  -0.178
C (1.63116, -0.63232, 0.19583)  -0.461
H (-0.23946, 0.07837, -1.91554)  0.229
H (-1.55051, 1.70845, -0.47066)  0.266
H (1.91364, -0.47345, 1.27798)  0.262
H (2.44939, -0.36181, -0.45503)  0.263
H (-2.43890, 0.29349, 0.62742)  0.279
H (-1.02675, -1.27370, -1.13343)  0.234
H (1.43557, -1.68285, -0.00686)  0.243

=====

# 5
DFT (wB97M-V/def2-TZVPD) results for a single C11H10N2O2S3 molecule.

Spin multiplicity: 1
Kohn-Sham gap, eV: 8.42
Total charge: 0
HOMO, eV: -8.967
Energy above the lowest of the compared OMol25 structures with the same formula, charge and spin, kcal per mole: 41.3

Last column: natural (NBO) charge in e.
Positions of all 28 atoms, in Å:
S (-1.90000, 1.82523, 0.97967)  0.525
S (1.37745, 0.94874, -2.78336)  0.546
S (0.36926, 3.50463, -0.62564)  1.307
O (-0.47920, 4.45420, 0.15944)  -0.974
O (-4.04546, -0.16777, 2.08395)  -0.597
N (2.36585, -0.38330, -3.23764)  -0.553
N (-3.06298, -2.17893, 1.80055)  -0.841
C (-0.03090, 0.66667, -0.23718)  -0.158
C (-0.81647, -0.33902, 0.34714)  0.009
C (-0.32188, -1.84416, 0.07171)  -0.407
C (2.39524, -1.34190, -2.35454)  0.035
C (1.12143, -2.10486, -0.09175)  -0.419
C (1.51725, -1.14219, -1.19869)  -0.110
C (-0.47319, 1.97601, -0.05716)  -0.397
C (-1.96322, 0.01545, 1.02881)  -0.269
C (1.02320, 0.10820, -1.21908)  -0.158
C (1.83323, 3.45915, 0.41636)  -0.829
C (-3.03513, -0.78577, 1.73203)  0.639
H (1.73266, -1.91490, 0.78770)  0.225
H (-4.01650, -2.36386, 2.19877)  0.431
H (-0.69946, -2.41627, 0.85929)  0.202
H (1.20522, -3.13075, -0.40681)  0.225
H (2.82796, -2.39594, -2.52827)  0.212
H (2.30368, 4.48196, 0.53130)  0.261
H (-0.80604, -2.12495, -0.85406)  0.218
H (2.60115, 2.84983, 0.08617)  0.228
H (-2.51413, -2.69437, 1.14097)  0.403
H (1.49099, 3.03887, 1.37033)  0.247

=====

# 6
DFT (wB97M-V/def2-TZVPD) results for a single C6H9N molecule.

Spin multiplicity: 1
Kohn-Sham gap, eV: 8.81
Total charge: 0
HOMO, eV: -8.775
Energy above the lowest of the compared OMol25 structures with the same formula, charge and spin, kcal per mole: 98.4

Last column: natural (NBO) charge in e.
Positions of all 16 atoms, in Å:
N (1.66030, -1.35446, -1.66217)  -0.317
C (-1.68446, -0.50631, -0.23256)  -0.587
C (-1.64950, -1.71708, -1.05547)  -0.019
C (1.21389, -0.50569, -1.01376)  0.282
C (-0.52838, -0.05249, 0.66241)  -0.391
C (1.70590, 1.18455, 0.72244)  -0.587
C (0.62962, 0.54219, -0.15954)  -0.324
H (2.12212, 0.45424, 1.42354)  0.218
H (2.52386, 1.58742, 0.11877)  0.226
H (-0.86888, 0.71737, 1.36609)  0.215
H (-0.91942, -2.40080, -0.56862)  0.095
H (1.26408, 2.00466, 1.29720)  0.216
H (0.22086, 1.30564, -0.83523)  0.241
H (-0.15395, -0.89683, 1.25517)  0.214
H (-2.17145, 0.34470, -0.72791)  0.218
H (-2.49967, -0.95819, 0.39426)  0.300